## 1
A structure of composition C35H28ClF10IrN8, computed with wB97M-V/def2-TZVPD.

Last column: Mulliken charge in e.
Positions of all 83 atoms, in Å:
Ir (-0.924, -0.208, -0.492)  2.22
Cl (-6.245, 4.117, -3.276)  -0.23
F (0.161, 3.317, -3.747)  -0.40
F (-0.202, -0.215, 2.008)  0.35
F (2.618, 3.565, 1.090)  -0.29
F (2.907, 5.615, -0.710)  -0.32
F (-0.259, -0.179, 4.684)  -0.29
F (-2.058, -1.705, 6.077)  -0.32
F (1.190, 1.401, 0.488)  0.12
F (1.655, 5.404, -3.128)  -0.31
F (-3.855, -3.273, 2.026)  -0.36
F (-3.825, -3.241, 4.678)  -0.31
N (2.945, -2.334, -0.183)  0.12
N (5.997, -2.786, 2.926)  -0.51
N (4.861, -2.214, 1.198)  0.66
N (-0.068, 1.075, -1.895)  0.56
N (-1.882, -0.981, -2.080)  -0.06
N (0.888, -1.669, -0.561)  -0.04
N (-1.908, -1.693, 0.536)  0.27
N (5.708, -3.128, 1.733)  -0.83
C (2.159, -1.454, -0.855)  0.71
C (-2.029, -1.738, 1.878)  -0.55
C (1.273, 2.395, -0.434)  -0.42
C (-0.571, 0.750, -3.222)  -0.91
C (4.523, 0.286, 4.379)  -0.80
C (1.547, 4.417, -2.236)  0.20
C (0.789, 3.304, -2.550)  0.71
C (-3.226, -0.464, -2.417)  -1.13
C (5.335, -1.609, 3.220)  0.04
C (-2.813, 2.965, -1.588)  0.28
C (-3.734, 3.612, -2.399)  -0.94
C (3.788, -0.087, 2.084)  0.08
C (4.595, -1.229, 2.104)  1.20
C (2.706, -0.422, -1.777)  -1.18
C (-5.081, 3.318, -2.260)  0.32
C (0.616, 2.216, -1.670)  -0.60
C (2.175, 4.536, -1.011)  0.58
C (-2.928, -2.505, 2.641)  0.45
C (-5.512, 2.409, -1.308)  -0.92
C (-3.209, 2.016, -0.645)  -0.76
C (-2.013, -2.434, -1.740)  -1.12
C (-1.142, -0.937, 4.032)  -0.11
C (-0.959, -0.723, -3.224)  -1.25
C (-2.206, 1.278, 0.180)  -1.41
C (2.021, 3.502, -0.105)  -0.15
C (5.308, -0.842, 4.389)  -0.73
C (4.395, -2.352, -0.152)  -0.95
C (3.773, 0.657, 3.241)  -0.59
C (-2.637, -2.577, -0.357)  -0.99
C (-1.141, -0.966, 2.657)  0.03
C (-2.936, -2.492, 4.024)  0.18
C (0.868, -2.716, 0.343)  -0.61
C (2.129, -3.140, 0.583)  -1.00
C (-4.575, 1.773, -0.508)  0.02
C (-2.048, -1.710, 4.738)  0.55
H (-2.715, 0.888, 1.069)  0.80
H (-3.882, -0.569, -1.562)  0.25
H (-1.440, 1.357, -3.504)  0.50
H (5.880, -1.137, 5.258)  0.43
H (0.177, 0.903, -4.005)  0.66
H (2.526, -3.900, 1.233)  0.49
H (-0.080, -1.347, -3.060)  0.40
H (1.878, 0.150, -2.184)  -0.35
H (-3.615, -1.043, -3.259)  0.32
H (-3.710, -2.356, -0.399)  0.48
H (4.468, 0.908, 5.262)  0.39
H (-0.058, -3.069, 0.762)  0.55
H (-1.005, -2.844, -1.736)  0.42
H (-3.173, 0.584, -2.684)  0.28
H (3.190, 0.195, 1.229)  0.08
H (3.277, -0.877, -2.588)  0.61
H (3.359, 0.277, -1.248)  0.37
H (4.792, -3.292, -0.530)  0.34
H (-1.761, 3.200, -1.692)  0.35
H (-1.468, 2.013, 0.536)  0.63
H (-6.569, 2.210, -1.195)  0.43
H (-2.605, -2.934, -2.511)  0.45
H (-4.911, 1.063, 0.241)  0.46
H (-1.442, -1.015, -4.160)  0.43
H (-3.414, 4.343, -3.129)  0.48
H (3.161, 1.548, 3.282)  0.46
H (4.757, -1.532, -0.770)  0.46
H (-2.556, -3.629, -0.064)  0.61

The net charge is 0. The value obtained for the HOMO energy is -6.987 eV. The value obtained for the HOMO-LUMO gap is 0.258 hartree.

## 2
A structure of composition C35H28ClF10IrN8, computed with wB97M-V/def2-TZVPD.

Last column: Mulliken charge in e.
Positions of all 83 atoms, in Å:
Ir (0.252, 1.304, 0.483)  3.13
Cl (5.445, -0.654, 4.574)  -0.21
F (4.136, -2.525, -0.989)  -0.38
F (-1.566, -0.393, 1.662)  -0.16
F (2.428, -0.594, -1.673)  -0.51
F (-5.939, -2.002, 0.980)  -0.41
F (6.523, 0.590, 1.656)  -0.40
F (-4.846, 2.308, -0.516)  -0.36
F (-3.363, -2.313, 1.952)  -0.43
F (4.746, 2.471, 1.111)  -0.44
F (-6.583, 0.391, -0.209)  -0.33
F (6.244, -1.973, 0.716)  -0.33
N (-0.960, -3.708, -2.885)  0.83
N (-0.825, -3.567, -4.220)  -0.68
N (2.305, 1.788, -0.339)  -0.36
N (0.313, -2.880, -1.014)  0.62
N (0.445, -0.977, 0.067)  0.26
N (-1.966, 1.787, 0.076)  -0.18
N (0.167, 3.689, -0.336)  0.64
N (-1.951, -3.507, -4.777)  -0.61
C (-2.289, -3.734, -2.569)  0.94
C (3.958, 0.080, 4.092)  0.17
C (-5.025, -3.690, -2.750)  -0.58
C (-5.329, 0.171, 0.212)  0.24
C (-2.236, 3.067, -0.551)  -0.78
C (5.465, 0.264, 0.904)  0.30
C (-3.717, -1.197, 1.293)  -0.23
C (0.059, -1.551, -1.056)  0.13
C (3.933, 1.421, 3.722)  -0.94
C (-0.002, 4.724, 0.676)  -1.50
C (4.265, -1.312, -0.426)  0.35
C (0.886, -3.145, 0.204)  -1.61
C (5.338, -1.034, 0.419)  0.54
C (4.516, 1.231, 0.625)  0.91
C (3.338, -0.335, -0.711)  0.06
C (-2.928, -3.601, -3.829)  0.37
C (3.340, 0.959, -0.129)  -0.34
C (1.419, 3.905, -1.064)  -1.35
C (-4.318, -3.582, -3.923)  -0.78
C (-0.534, -0.827, -2.199)  -1.54
C (2.761, 1.986, 3.279)  -0.13
C (2.786, -0.670, 4.087)  -0.48
C (-2.779, -0.211, 1.091)  -0.09
C (0.964, -1.958, 0.860)  -0.33
C (-4.376, 1.156, 0.018)  0.14
C (-2.997, 0.993, 0.360)  0.16
C (0.197, -3.865, -2.063)  -0.82
C (2.572, 3.211, -0.344)  -0.48
C (-5.016, -1.040, 0.820)  0.71
C (-3.012, -3.836, -1.387)  -0.59
C (-0.991, 3.642, -1.226)  -1.38
C (1.610, -0.092, 3.672)  -0.46
C (-4.384, -3.813, -1.507)  -0.59
C (1.560, 1.244, 3.213)  0.77
C (0.349, 1.826, 2.729)  -1.84
H (-2.996, 2.986, -1.334)  0.53
H (-1.235, 4.645, -1.609)  0.36
H (0.321, 2.908, 2.768)  0.62
H (-0.844, 4.486, 1.320)  0.34
H (1.360, -1.742, 1.829)  0.19
H (-0.561, 1.361, 3.091)  0.55
H (0.689, -0.657, 3.705)  0.57
H (-4.801, -3.492, -4.883)  0.45
H (-2.529, -3.926, -0.426)  0.43
H (-0.065, -1.128, -3.132)  0.56
H (2.683, 3.617, 0.668)  0.12
H (-0.368, 0.237, -2.041)  0.14
H (0.895, 4.788, 1.287)  0.37
H (1.058, -3.805, -2.744)  0.24
H (3.503, 3.417, -0.887)  0.61
H (0.189, -4.855, -1.588)  0.33
H (1.634, 4.976, -1.176)  0.44
H (-0.179, 5.704, 0.210)  0.32
H (-1.606, -1.007, -2.267)  0.18
H (-0.741, 3.004, -2.077)  0.44
H (4.835, 2.009, 3.770)  0.43
H (2.805, -1.696, 4.421)  0.50
H (1.182, -4.131, 0.494)  0.61
H (-4.993, -3.899, -0.621)  0.46
H (1.341, 3.461, -2.058)  0.42
H (2.749, 3.027, 2.991)  0.27
H (-6.103, -3.681, -2.776)  0.40
H (-2.616, 3.767, 0.204)  0.45

The net charge is 0. The value obtained for the HOMO energy (spin up / spin down) is -7.124 / -7.124 eV. The value obtained for the HOMO-LUMO gap (spin up / spin down) is 0.227 / 0.227 hartree.

Short version: 2 is the least stable of them.

## 1
A cluster of 2 separate species, C5H17N2O2 in total, computed with wB97M-V/def2-TZVPD.

Last column: natural (NBO) charge in e.
Positions of all 26 atoms, in Å:
O (2.897, -0.638, -2.586)  -0.94
O (-2.686, 0.234, -1.607)  -0.73
N (-0.367, 1.345, -0.875)  -0.69
N (0.682, 0.301, 1.267)  -0.67
C (0.846, -1.167, 1.487)  -0.21
C (-1.380, 1.092, 0.185)  -0.09
C (2.314, -1.556, 1.607)  -0.63
C (-2.318, -0.068, -0.269)  -0.07
C (-0.670, 0.798, 1.543)  -0.24
H (-2.117, 1.895, 0.213)  0.23
H (0.372, -1.567, 0.590)  0.17
H (2.660, -1.299, 2.615)  0.22
H (0.384, -1.568, 2.392)  0.19
H (2.470, -2.623, 1.488)  0.24
H (-0.490, 0.674, -1.621)  0.45
H (-1.764, -1.013, -0.250)  0.18
H (-2.892, -0.550, -2.080)  0.49
H (-3.157, -0.024, 0.426)  0.20
H (2.980, -0.950, 0.990)  0.22
H (2.502, -0.850, -3.443)  0.47
H (-0.550, 1.757, 2.042)  0.23
H (-1.266, 0.073, 2.090)  0.22
H (-0.426, 2.309, -1.139)  0.44
H (1.422, 0.762, 1.773)  0.39
H (0.549, 1.103, -0.441)  0.47
H (3.161, -1.515, -2.297)  0.47

The net charge is +1. The value obtained for the HOMO energy is -13.611 eV. The value obtained for the HOMO-LUMO gap is 0.395 hartree.

## 2
A cluster of 3 separate species, C5H17N2O2 in total, computed with wB97M-V/def2-TZVPD.

Last column: natural (NBO) charge in e.
Positions of all 26 atoms, in Å:
O (-0.754, -2.597, 1.134)  -0.97
O (2.893, -0.696, -0.701)  -0.96
N (0.890, -0.202, 0.942)  -0.72
N (0.653, 0.833, -2.025)  -0.84
C (-0.728, 1.242, 2.214)  -0.63
C (-0.626, 0.430, -1.615)  0.16
C (-1.544, 0.072, -2.512)  -0.49
C (-1.122, 0.630, -0.186)  -0.48
C (-0.069, 1.003, 0.861)  -0.03
H (-1.462, 2.041, 2.251)  0.26
H (-2.020, 1.229, -0.239)  0.27
H (0.504, 1.884, 0.573)  0.21
H (-2.465, -0.405, -2.149)  0.20
H (1.676, -0.083, 1.577)  0.43
H (-1.570, -0.303, 0.218)  0.24
H (0.320, -0.951, 1.358)  0.45
H (0.013, 1.592, 2.914)  0.22
H (3.609, -1.072, -0.153)  0.48
H (-1.497, -0.207, -3.554)  0.22
H (1.124, 1.625, -1.619)  0.38
H (-0.850, -3.142, 1.938)  0.49
H (3.393, -0.193, -1.349)  0.50
H (1.258, -0.642, 0.064)  0.49
H (0.764, 0.815, -3.026)  0.40
H (-1.125, 0.283, 2.517)  0.21
H (-1.265, -3.188, 0.568)  0.50

The net charge is +1. The value obtained for the HOMO energy is -11.419 eV. The value obtained for the HOMO-LUMO gap is 0.314 hartree.

## 3
A cluster of 3 separate species, C5H17N2O2 in total, computed with wB97M-V/def2-TZVPD.

Last column: natural (NBO) charge in e.
Positions of all 26 atoms, in Å:
O (-0.154, -2.414, 2.457)  -0.97
O (1.519, -0.967, -3.120)  -0.94
N (0.887, -0.350, 1.165)  -0.70
N (-2.794, -1.046, -1.261)  -0.80
C (-0.657, 0.033, -1.219)  -0.40
C (0.317, 1.060, 0.980)  -0.04
C (0.130, 1.181, -0.548)  -0.45
C (1.428, 2.076, 1.327)  -0.64
C (-1.986, 0.057, -1.026)  0.05
H (-2.548, 0.846, -0.527)  0.20
H (-3.632, -1.145, -0.712)  0.39
H (2.400, -0.522, -3.096)  0.47
H (-0.628, 1.119, 1.498)  0.22
H (1.412, 2.907, 0.605)  0.25
H (1.189, -0.349, -3.806)  0.48
H (0.462, -0.647, 2.049)  0.47
H (-0.132, -0.803, -1.661)  0.23
H (1.066, 1.175, -1.121)  0.22
H (0.620, -1.035, 0.451)  0.45
H (-2.367, -1.920, -1.515)  0.38
H (-0.623, -3.174, 2.043)  0.50
H (1.076, 2.627, 2.189)  0.24
H (1.897, -0.459, 1.040)  0.44
H (-0.443, 2.107, -0.741)  0.24
H (2.401, 1.658, 1.558)  0.23
H (-0.839, -2.015, 2.990)  0.48

The net charge is +1. The value obtained for the HOMO energy is -11.368 eV. The value obtained for the HOMO-LUMO gap is 0.306 hartree.

Short version: 3 is the least stable of them.

## 1
The molecule C5H11N, computed with wB97M-V/def2-TZVPD.

Last column: natural (NBO) charge in e.
Positions of all 17 atoms, in Å:
N (0.433, -0.914, 0.984)  -0.62
C (0.939, -2.255, 0.444)  -0.43
C (-0.402, -0.425, -1.301)  -0.68
C (-0.082, 0.075, 0.172)  0.25
C (-0.518, 1.259, 0.783)  -0.34
C (-0.759, 2.522, -0.011)  -0.64
H (-0.662, 2.104, -1.127)  0.20
H (-1.476, -0.468, -1.299)  0.24
H (0.038, 1.364, 1.776)  0.17
H (1.780, -2.352, -0.258)  0.19
H (-0.008, -1.453, -1.481)  0.22
H (1.089, -0.390, 1.636)  0.38
H (0.070, 0.277, -1.931)  0.22
H (0.036, -2.880, 0.051)  0.20
H (1.296, -2.793, 1.321)  0.21
H (0.004, 3.339, -0.090)  0.21
H (-1.778, 2.990, 0.333)  0.21

The net charge is 0. The value obtained for the HOMO energy is -7.534 eV. As for the structure (SMILES): C/C=C(\C)NC. The value obtained for the HOMO-LUMO gap is 0.312 hartree.

## 2
The molecule C5H11N, computed with wB97M-V/def2-TZVPD.

Last column: natural (NBO) charge in e.
Positions of all 17 atoms, in Å:
N (0.102, -0.953, -0.358)  -0.44
C (-0.949, 1.243, -0.189)  -0.42
C (-0.181, -0.720, 1.066)  -0.22
C (-0.646, 0.032, -1.126)  -0.22
C (-0.496, 0.774, 1.203)  -0.43
C (1.530, -0.954, -0.653)  -0.41
H (0.699, -0.983, 1.646)  0.20
H (-1.215, 1.036, 1.970)  0.21
H (0.439, 1.285, 1.424)  0.20
H (-1.000, -1.365, 1.352)  0.19
H (-0.115, 0.337, -2.025)  0.20
H (-1.593, -0.402, -1.425)  0.19
H (2.035, -0.042, -0.301)  0.16
H (-2.004, 1.523, -0.220)  0.21
H (1.712, -1.116, -1.714)  0.20
H (2.018, -1.769, -0.110)  0.20
H (-0.337, 2.074, -0.541)  0.20

The net charge is 0. The value obtained for the HOMO energy is -8.251 eV. As for the structure (SMILES): CN1CCCC1. The value obtained for the HOMO-LUMO gap is 0.345 hartree.

Short version: 1 is the least stable of them.